# 1
A 20-piece molecular cluster, C3H46BClFO20P overall. Source: OMol25; level of theory: ωB97M-V with the def2-TZVPD basis set.

The geometry in ORCA input format:
```
! RIJCOSX wB97M-V def2-TZVPD def2/J DEFGRID3
* xyz 0 1
Cl 1.903 2.654 -2.265
P 1.308 1.672 -0.511
F -0.985 -0.362 -3.395
O 4.713 -2.715 -4.906
O -0.699 -3.505 0.120
O 2.092 5.110 0.240
O -0.001 2.541 0.002
O -0.793 -0.101 2.184
O 3.400 -0.051 -4.189
O 5.064 5.510 0.213
O -3.361 -2.328 0.279
O 2.086 -3.521 -3.413
O 2.318 -1.946 1.819
O -3.606 -0.874 -4.417
O -4.683 1.468 3.798
O 1.273 -4.795 2.596
O -1.821 -6.497 0.723
O -3.119 -3.750 -5.774
O -3.315 -0.987 4.711
O -3.793 1.766 1.029
O 4.198 5.129 4.525
O 1.919 3.877 2.933
O 0.258 4.873 5.277
C 1.081 -1.204 -1.136
C -0.873 0.452 -2.239
C -2.108 0.284 -1.356
B 0.429 0.149 -1.406
H -3.519 -0.941 -5.372
H 0.895 4.901 5.999
H -3.609 -0.991 5.626
H 2.489 4.535 3.356
H 1.639 -5.450 1.995
H 4.498 -1.788 -4.753
H -2.495 -3.156 -5.345
H -3.806 -2.753 -0.463
H -3.934 -3.242 -5.820
H -2.775 -6.606 0.759
H -1.626 -3.271 0.256
H 1.652 -3.955 2.310
H -4.415 1.249 2.892
H -1.205 -0.216 3.049
H -2.711 -0.674 -4.107
H -1.586 -6.681 -0.192
H 2.239 4.495 -0.488
H 0.878 -1.971 -1.875
H -0.566 -4.286 0.671
H -3.611 -0.134 4.366
H 1.610 -3.648 -4.239
H 2.800 0.618 -3.843
H 2.882 -0.518 -4.854
H 5.330 5.314 -0.689
H -1.816 0.433 -0.317
H 1.046 4.287 2.961
H 3.032 -2.196 2.416
H -0.486 2.992 -0.700
H 4.461 5.969 4.133
H 2.169 -1.013 2.006
H -5.632 1.310 3.829
H 4.616 4.463 3.965
H -2.850 1.045 -1.584
H -3.198 2.383 1.472
H 4.106 5.363 0.233
H -4.607 2.265 0.899
H -0.548 0.830 2.138
H 2.172 4.561 1.036
H 2.840 -4.114 -3.483
H 5.448 -2.900 -4.315
H -2.519 -0.713 -1.475
H -0.853 1.487 -2.594
H 2.161 -1.042 -1.051
H 0.092 3.934 5.149
H -3.935 -1.599 0.531
H 0.760 -1.523 -0.135
*
```

## Properties
- LUMO level: -0.351 eV
- HOMO: -9.04 eV
- Gap between HOMO and LUMO: 0.3194 Ha

***

# 2
C28H47BrNO3P3Sr as an isolated structure in a non-equilibrium geometry. Source: OMol25; level of theory: ωB97M-V with the def2-TZVPD basis set.

The geometry in ORCA input format:
```
! RIJCOSX wB97M-V def2-TZVPD def2/J DEFGRID3
* xyz 2 1
Sr -0.855 -0.166 1.318
Br -5.951 1.631 2.878
P -1.425 0.336 4.342
P 2.301 -0.640 -0.590
P -1.627 -1.798 -1.762
O -0.837 1.450 3.165
O -0.720 -1.024 3.494
O -0.339 0.577 5.541
N 3.611 3.568 -2.813
C 3.840 0.210 -2.935
C 3.576 0.489 0.189
C -0.365 3.421 -1.392
C -3.859 0.990 1.073
C 3.034 -2.371 -0.408
C 2.592 3.261 -3.615
C -4.716 2.015 1.496
C 2.056 4.050 -1.052
C -1.174 -4.084 -3.563
C -0.681 -2.729 -3.059
C -2.672 2.677 -0.266
C 5.036 0.059 0.248
C -2.937 1.314 0.066
C 1.266 3.244 -3.190
C -4.698 3.290 0.919
C -2.819 -3.045 -1.038
C 0.663 -1.492 3.482
C 0.066 2.590 3.330
C 2.513 -0.332 -2.426
C 0.981 3.624 -1.869
C 4.178 -2.791 -1.328
C -3.650 3.634 0.069
C -1.435 3.035 -0.928
C -2.701 -0.610 -2.695
C -4.160 -3.332 -1.706
C -0.342 0.032 6.878
C 3.344 4.039 -1.598
C -3.142 -0.917 -4.116
H 5.489 0.013 -0.748
H 4.046 1.219 -2.560
H -4.742 -4.008 -1.062
H -2.255 -3.985 -0.933
H -2.585 0.490 -0.586
H -2.302 -1.111 -4.792
H -1.308 -0.416 7.157
H 4.419 -3.850 -1.170
H 3.339 -2.495 0.647
H -4.776 -2.438 -1.855
H 1.147 -1.206 4.412
H 5.622 0.789 0.823
H -3.026 -2.679 -0.016
H -3.584 -0.429 -2.067
H -3.553 4.625 -0.371
H 1.060 2.287 2.971
H -3.823 -1.774 -4.142
H 4.681 -0.449 -2.692
H 1.235 -1.090 2.622
H -2.076 -3.978 -4.179
H 0.489 2.865 -3.851
H -2.122 0.328 -2.692
H 2.228 -1.257 -2.957
H 3.196 0.641 1.213
H -0.085 0.866 7.537
H 2.830 2.985 -4.643
H -0.562 -2.040 -3.907
H 4.198 4.414 -1.022
H 0.318 -2.851 -2.604
H 5.162 -0.910 0.745
H 1.708 0.391 -2.633
H -0.298 3.412 2.700
H -1.389 -4.794 -2.755
H -3.898 -0.030 1.479
H 1.928 4.319 -0.004
H -3.681 -0.043 -4.505
H 0.616 -2.584 3.419
H 3.931 -2.684 -2.390
H 3.801 0.300 -4.028
H -5.454 4.024 1.137
H -4.046 -3.826 -2.677
H 2.174 -3.041 -0.578
H 3.476 1.464 -0.310
H 0.447 -0.717 6.979
H -0.392 -4.531 -4.194
H 0.145 2.904 4.377
H 5.096 -2.231 -1.118
*
```

## Properties
- LUMO level: -5.451 eV
- HOMO: -13.58 eV
- Gap between HOMO and LUMO: 0.2986 Ha

***

# 3
C38H87CuF3N3O15S4 as an isolated structure in a non-equilibrium geometry. Source: OMol25; level of theory: ωB97M-V with the def2-TZVPD basis set.

The geometry in ORCA input format:
```
! RIJCOSX wB97M-V def2-TZVPD def2/J DEFGRID3
* xyz 1 2
Cu 9.899 3.976 3.559
S 9.335 13.396 8.666
S 6.739 10.625 1.537
S 4.156 5.702 2.246
S 9.735 2.467 9.148
F 7.879 7.803 4.484
F 9.953 7.938 5.147
F 8.324 8.426 6.489
O -0.118 7.089 10.659
O 8.376 2.634 9.605
O 9.144 5.115 5.262
O 7.383 5.924 6.476
O 5.172 5.044 1.438
O 10.674 3.536 9.499
O 10.784 5.793 2.564
O 7.534 10.589 0.324
O 4.396 5.413 12.494
O 9.274 14.764 8.182
O 3.156 6.522 1.624
O 8.449 13.021 9.735
O 10.676 5.893 11.392
O 8.799 -0.620 4.126
O 5.885 9.530 1.944
N 9.010 1.918 3.408
N 1.485 4.773 10.571
N 8.363 4.594 1.991
C 10.386 0.793 9.535
C 7.419 12.370 3.478
C 7.532 -0.024 3.881
C 9.878 6.504 1.725
C 5.811 3.563 11.802
C 5.865 12.222 1.514
C 8.700 -1.991 4.392
C 7.227 4.832 7.382
C 0.850 8.037 11.120
C 9.240 12.307 7.162
C 10.563 0.120 8.169
C 3.433 4.476 3.346
C 9.797 0.833 7.056
C 7.755 6.261 0.319
C 8.713 7.610 5.508
C 10.457 11.386 7.252
C 5.752 4.887 12.555
C 4.951 6.680 3.569
C 9.855 2.288 7.342
C 4.454 6.096 4.898
C 8.692 6.169 6.040
C 0.175 6.564 9.401
C 1.326 5.542 9.312
C 11.243 6.942 9.342
C 3.228 5.239 4.699
C 1.366 4.595 8.139
C 10.227 6.887 10.471
C 8.906 5.556 1.000
C 6.767 13.149 2.287
C 10.065 8.212 11.159
C 6.564 2.208 3.127
C 7.651 1.497 3.924
C 11.755 6.635 3.154
C 11.302 11.512 8.529
C 5.910 4.997 8.127
C 11.052 12.886 9.117
C 6.638 6.029 12.103
C 7.918 11.060 2.892
H 6.684 6.869 12.799
H 5.644 12.492 0.484
H 7.962 -2.531 3.788
H 8.460 -2.245 5.431
H 6.031 6.748 3.484
H 4.550 7.682 3.413
H 11.093 12.991 10.200
H 7.147 -0.449 2.948
H 8.966 11.154 2.623
H 0.501 7.325 8.680
H 2.586 3.894 2.998
H 11.164 11.533 6.428
H 4.304 6.077 13.182
H 1.656 7.478 11.615
H 9.352 3.072 6.786
H 7.244 3.860 6.885
H 6.707 2.063 2.053
H 6.965 6.590 0.992
H 9.566 1.274 3.982
H 7.502 13.673 1.668
H 5.962 2.714 12.469
H 9.090 8.326 11.638
H 10.432 7.088 0.985
H 2.445 4.561 10.847
H 10.700 5.030 10.966
H 3.089 4.596 5.567
H 9.449 5.084 0.179
H 7.849 10.387 3.751
H 8.017 4.820 8.140
H 8.248 12.924 3.911
H 5.267 5.426 5.204
H -0.722 6.080 9.011
H 5.056 4.972 7.455
H 0.491 4.495 7.485
H 6.832 -0.278 4.687
H 9.378 7.243 2.366
H 7.714 5.213 2.485
H 10.308 -0.939 8.224
H 11.627 0.100 7.915
H 10.874 10.808 9.248
H 11.301 7.512 3.615
H 2.245 6.145 9.291
H 11.331 0.948 10.044
H 7.589 1.903 4.936
H 9.563 0.358 10.097
H 10.195 8.998 10.413
H 7.666 5.649 12.015
H 1.449 3.536 8.409
H 4.191 3.762 3.680
H 12.580 6.976 2.525
H 1.304 5.369 11.381
H 4.903 3.332 11.247
H 4.875 12.093 1.958
H 12.083 7.609 9.526
H 8.010 7.156 -0.256
H 7.690 3.968 1.554
H 6.461 3.240 3.445
H 11.395 5.957 8.900
H 6.709 3.611 11.182
H 8.764 0.454 7.064
H 9.645 -2.488 4.169
H 6.260 14.030 2.689
H 8.212 11.980 7.032
H 9.151 1.456 2.508
H 7.307 5.573 -0.399
H 4.398 6.800 5.728
H 0.303 8.668 11.812
H 12.222 6.076 3.966
H 5.878 4.216 8.888
H 10.935 2.484 7.265
H 6.385 6.525 11.164
H 10.223 10.331 7.083
H 5.633 1.643 3.253
H 11.657 13.706 8.724
H 12.357 11.299 8.388
H 2.198 4.662 7.434
H 2.268 5.750 4.591
H 5.928 5.917 8.713
H 6.564 12.347 4.155
H 10.754 7.394 8.453
H 9.404 13.081 6.413
H 10.748 8.416 11.985
H 10.168 0.512 6.082
H 1.369 8.526 10.291
H 9.266 6.133 6.980
H 5.932 4.636 13.607
H 9.289 6.583 9.983
*
```

## Properties
- LUMO level (spin up / spin down): -3.069 / -6.140 eV
- HOMO (spin up / spin down): -10.19 / -10.19 eV
- Gap between HOMO and LUMO (spin up / spin down): 0.2617 / 0.1488 Ha

***

# 4
C37H29BrIN7OTi as an isolated structure in a non-equilibrium geometry. Source: OMol25; level of theory: ωB97M-V with the def2-TZVPD basis set.

The geometry in ORCA input format:
```
! RIJCOSX wB97M-V def2-TZVPD def2/J DEFGRID3
* xyz 1 2
I -3.398 -0.619 -2.473
Br 5.048 4.244 -2.972
Ti 0.474 -0.509 -0.118
O 2.279 -0.398 -0.348
N -1.621 -1.282 0.507
N -3.553 -1.781 1.424
N -1.805 1.570 -1.234
N 0.478 -2.543 -2.059
N -0.056 -0.648 2.596
N 0.812 1.339 0.965
N 0.753 -2.333 -0.826
C 2.627 1.938 -0.507
C -1.786 -2.659 0.529
C 0.208 -1.410 -2.782
C -2.720 -0.784 1.059
C -2.977 -2.978 1.091
C 2.043 -4.426 -0.829
C 0.070 1.688 2.112
C -3.102 0.633 1.307
C -1.381 2.278 4.447
C -0.268 2.984 2.437
C 1.901 -3.048 1.153
C 0.347 0.813 -4.381
C -1.081 0.935 4.138
C -1.203 -1.420 4.555
C 3.217 -5.057 1.172
C -2.106 3.927 -1.564
C 1.543 -3.294 -0.176
C -3.191 3.691 -2.392
C 2.726 -3.934 1.821
C -0.996 3.278 3.599
C 0.070 -1.553 -4.172
C 3.817 0.409 -1.959
C -0.470 -1.621 3.376
C 1.741 2.167 0.588
C -2.827 1.369 -2.053
C 3.322 3.010 -1.090
C -1.453 2.841 -1.014
C 4.196 2.778 -2.119
C -3.561 2.384 -2.651
C 2.878 -5.294 -0.153
C 0.299 -0.144 -2.149
C -1.505 -0.145 4.941
C 2.879 0.609 -0.936
C 0.132 -0.433 -4.968
C 0.432 0.948 -2.999
C 4.450 1.474 -2.556
C -0.353 0.626 2.961
H -1.521 -2.272 5.140
H 0.602 1.939 -2.593
H -0.228 -2.629 3.055
H 3.141 4.017 -0.737
H 1.909 3.077 1.164
H -4.464 -1.661 1.831
H 0.442 1.693 -5.006
H 1.777 -4.581 -1.864
H 0.058 -0.525 -6.043
H -2.261 1.292 1.143
H -1.929 2.503 5.353
H 2.992 -3.745 2.853
H -2.074 0.056 5.840
H -3.446 -3.926 1.280
H -3.907 0.932 0.633
H -1.064 -3.341 0.125
H -0.037 -2.547 -4.588
H -0.594 2.979 -0.370
H 3.275 -6.162 -0.663
H 4.011 -0.606 -2.280
H -3.455 0.751 2.333
H -1.770 4.932 -1.350
H -1.246 4.309 3.813
H -4.399 2.148 -3.290
H -3.740 4.513 -2.832
H 1.553 -2.143 1.635
H 5.159 1.313 -3.356
H 0.006 3.800 1.780
H 3.875 -5.737 1.695
*
```

## Properties
- LUMO level (spin up / spin down): -3.404 / -3.413 eV
- HOMO (spin up / spin down): -10.04 / -10.50 eV
- ΔE to the lowest compared entry with this formula, charge and spin: 22.9 kcal/mol
- Gap between HOMO and LUMO (spin up / spin down): 0.2437 / 0.2603 Ha

***

# 5
A 2-piece molecular cluster, C2H3O2S overall in a non-equilibrium geometry. Source: OMol25; level of theory: ωB97M-V with the def2-TZVPD basis set.

The geometry in ORCA input format:
```
! RIJCOSX wB97M-V def2-TZVPD def2/J DEFGRID3
* xyz -1 1
S 0.840 0.667 0.768
O -1.353 -1.567 -0.258
O -0.116 -1.197 2.397
C 0.040 -0.718 1.334
C 0.482 0.909 -0.891
H 1.399 1.061 -1.452
H -1.065 -0.873 -0.860
H -0.227 1.719 -1.038
*
```

## Properties
- LUMO level: 3.551 eV
- HOMO: -3.09 eV
- ΔE to the lowest compared entry with this formula, charge and spin: 97.8 kcal/mol
- Gap between HOMO and LUMO: 0.2439 Ha

***

# 6
C14H10F5NORu as an isolated structure in a non-equilibrium geometry. Source: OMol25; level of theory: ωB97M-V with the def2-TZVPD basis set.

The geometry in ORCA input format:
```
! RIJCOSX wB97M-V def2-TZVPD def2/J DEFGRID3
* xyz -1 6
Ru -0.589 0.068 0.345
F 4.894 -3.696 -2.524
F 2.523 -2.332 -2.394
F 4.041 -0.151 1.581
F 6.813 -3.273 -0.633
F 6.387 -1.529 1.418
O 2.123 -0.509 -0.366
N -0.872 -1.523 -0.335
C 0.644 1.316 1.590
C -1.644 -0.708 -1.165
C 4.687 -2.820 -1.522
C 5.659 -2.605 -0.554
C -0.068 2.084 0.625
C -3.054 -0.905 -1.617
C 5.447 -1.715 0.488
C -1.512 1.919 0.861
C 3.212 -1.169 -0.413
C 3.488 -2.129 -1.463
C -0.701 0.456 -1.643
C -1.664 1.026 2.035
C -0.312 0.666 2.490
C 4.266 -1.019 0.569
H -0.598 -2.531 -0.539
H -2.556 0.727 2.469
H -1.056 1.484 -2.031
H -3.509 -1.438 -0.822
H -3.555 -0.507 -2.512
H 0.367 2.660 -0.162
H -0.089 0.041 3.301
H -2.314 2.355 0.337
H 0.114 0.012 -2.288
H 1.712 1.211 1.676
*
```

## Properties
- LUMO level (spin up / spin down): 3.224 / 1.858 eV
- HOMO (spin up / spin down): -0.74 / -3.90 eV
- Gap between HOMO and LUMO (spin up / spin down): 0.1458 / 0.2117 Ha

***

# 7
A 2-piece molecular cluster, C5H10O2 overall in a non-equilibrium geometry. Source: OMol25; level of theory: ωB97M-V with the def2-TZVPD basis set.

The geometry in ORCA input format:
```
! RIJCOSX wB97M-V def2-TZVPD def2/J DEFGRID3
* xyz 0 1
O -0.332 0.677 -2.352
O 0.571 -3.479 0.300
C 0.920 1.186 2.420
C 0.608 0.528 1.020
C -0.645 0.751 -0.968
C 0.474 1.179 -0.192
C -1.796 0.007 -0.511
H 1.199 1.858 -0.538
H 1.716 0.742 2.984
H 1.010 2.297 2.283
H -2.017 0.076 0.528
H 0.595 -0.624 1.015
H -0.040 -2.717 0.570
H -2.467 -0.667 -1.088
H 0.079 1.583 -2.402
H 0.544 -3.284 -0.613
H 0.107 1.239 3.069
*
```

## Properties
- Structure (SMILES): C=C(O)/C=C/C.O
- LUMO level: -0.169 eV
- HOMO: -8.54 eV
- ΔE to the lowest compared entry with this formula, charge and spin: 109.5 kcal/mol
- Gap between HOMO and LUMO: 0.3077 Ha

***

# 8
A 2-piece molecular cluster, C4H12NO2 overall in a non-equilibrium geometry. Source: OMol25; level of theory: ωB97M-V with the def2-TZVPD basis set.

The geometry in ORCA input format:
```
! RIJCOSX wB97M-V def2-TZVPD def2/J DEFGRID3
* xyz 1 1
O 1.879 1.373 -2.310
O -0.041 -0.034 2.205
N -0.015 1.525 -0.235
C -0.903 -1.766 0.820
C -0.693 -1.058 2.098
C -0.706 0.346 -0.869
C -0.137 -1.081 -0.429
H 2.424 1.670 -3.057
H -1.220 -1.392 3.012
H -0.410 -1.703 -1.292
H 0.265 1.344 0.744
H 0.844 -0.923 0.032
H 2.030 0.417 -2.372
H -0.476 0.355 -1.923
H -0.346 -2.714 0.941
H -1.785 0.397 -0.803
H -0.653 2.302 -0.412
H 0.887 1.586 -0.745
H -1.945 -2.013 0.602
*
```

## Properties
- LUMO level: -2.975 eV
- HOMO: -14.07 eV
- ΔE to the lowest compared entry with this formula, charge and spin: 32.8 kcal/mol
- Gap between HOMO and LUMO: 0.4077 Ha

***

For reference, E_tot by record: -2572.96590, -5003.85551, -6325.29983, -5606.93721, -626.58490, -1263.34718, -346.85092, -364.58292 hartree.